(1)
# C48H61KN7O5P2S2Te

A molecular structure, C48H61KN7O5P2S2Te (ωB97M-V/def2-TZVPD, OMol25).

Summary:
Kohn-Sham gap (spin up / spin down)   5.696 / 5.995 eV

Structure (ORCA input):
```
! RIJCOSX wB97M-V def2-TZVPD def2/J DEFGRID3
* xyz -2 2
K 0.239 -0.574 -1.702
C -2.713 -2.415 -2.878
N -3.520 -2.008 -1.734
C -4.936 -2.232 -1.914
P -2.817 -1.598 -0.284
O -1.387 -1.942 -0.273
O -2.207 0.827 0.891
P -1.667 2.357 -1.511
O -0.940 2.025 -2.770
N -3.086 3.170 -2.011
C -3.124 3.806 -3.310
C -3.849 3.890 -1.022
N -0.745 3.416 -0.581
C -1.005 3.625 0.829
C 0.631 3.685 -0.954
N -3.760 -2.429 0.836
C -3.681 -3.881 0.717
C -3.565 -1.995 2.217
H -3.019 -3.419 -3.196
H -1.653 -2.467 -2.644
H -2.846 -1.731 -3.720
H -5.139 -3.291 -2.124
H -5.323 -1.653 -2.761
H -5.490 -1.947 -1.021
H -2.480 3.256 -3.991
H -2.784 4.854 -3.271
H -4.154 3.805 -3.689
H -3.833 3.366 -0.068
H -4.894 3.965 -1.347
H -3.468 4.911 -0.860
H -1.966 3.206 1.117
H -0.989 4.696 1.071
H -0.244 3.127 1.444
H 0.785 3.408 -1.994
H 1.331 3.119 -0.326
H 0.855 4.752 -0.828
H -3.793 -4.178 -0.326
H -4.492 -4.330 1.298
H -2.720 -4.266 1.077
H -3.517 -0.908 2.274
H -2.630 -2.389 2.632
H -4.404 -2.343 2.826
S 0.466 -3.948 -6.309
C 0.365 -2.893 -5.026
N 0.326 -2.148 -4.129
C 5.770 -5.087 -4.531
C 4.933 -3.994 -3.929
C 4.234 -3.094 -4.720
C 3.442 -2.128 -4.112
N 3.310 -2.010 -2.797
C 3.987 -2.868 -2.036
C 4.803 -3.863 -2.549
H 5.758 -5.035 -5.619
H 5.390 -6.067 -4.236
H 6.807 -5.023 -4.194
H 4.259 -3.161 -5.800
H 2.854 -1.448 -4.717
H 3.843 -2.763 -0.965
H 5.311 -4.541 -1.872
C 4.383 5.781 4.487
C 4.019 4.569 3.671
C 4.782 4.179 2.581
C 4.449 3.062 1.817
C 5.337 2.709 0.654
C 3.323 2.295 2.145
Te 2.673 0.555 0.869
N 1.860 -1.404 0.327
C 1.509 -2.248 1.266
O 1.485 -2.105 2.510
C 1.051 -3.594 0.690
C 0.533 -4.543 1.564
C 0.055 -5.756 1.088
C 0.093 -6.034 -0.272
C 0.619 -5.096 -1.151
C 1.094 -3.885 -0.670
C 4.446 -0.469 1.435
C 5.322 -0.813 0.409
C 6.490 -1.513 0.662
C 6.797 -1.871 1.967
C 5.926 -1.536 2.990
C 4.739 -0.840 2.751
C 3.815 -0.540 3.895
C 2.545 2.680 3.249
C 1.344 1.908 3.739
C 2.904 3.808 3.988
H 5.259 6.284 4.074
H 4.611 5.511 5.522
H 3.564 6.503 4.514
H 5.656 4.765 2.306
H 5.900 3.582 0.320
H 4.759 2.325 -0.188
H 6.050 1.926 0.927
H 0.510 -4.291 2.618
H -0.353 -6.485 1.781
H -0.288 -6.977 -0.648
H 0.644 -5.290 -2.217
H 1.493 -3.155 -1.365
H 5.078 -0.529 -0.609
H 7.148 -1.779 -0.157
H 7.705 -2.422 2.188
H 6.154 -1.834 4.008
H 4.095 -1.129 4.771
H 2.790 -0.796 3.616
H 3.858 0.518 4.166
H 1.024 1.121 3.060
H 0.499 2.581 3.905
H 1.576 1.430 4.695
H 2.289 4.093 4.839
C -7.384 4.681 0.570
C -8.709 3.982 0.442
O -9.764 4.545 0.606
S -8.767 2.265 0.004
C -7.076 1.717 -0.008
C -6.481 1.347 -1.211
C -5.188 0.851 -1.225
C -4.460 0.734 -0.041
C -5.057 1.129 1.154
C -6.360 1.596 1.177
C -3.062 0.208 -0.037
C -1.903 0.925 -0.563
H -7.539 5.721 0.289
H -6.599 4.224 -0.024
H -7.077 4.643 1.618
H -7.029 1.461 -2.139
H -4.711 0.589 -2.160
H -4.482 1.070 2.070
H -6.828 1.870 2.116
*
```


(2)
# C3H7N3

A single C3H7N3 molecule (ωB97M-V/def2-TZVPD, OMol25).

Summary:
SMILES string   [H]/N=C(/N)N1CC1
Relative energy (zero: lowest compared OMol25 entry of this formula, charge and spin)   413.6 kJ/mol
Kohn-Sham gap   9.794 eV

Structure (ORCA input):
```
! RIJCOSX wB97M-V def2-TZVPD def2/J DEFGRID3
* xyz 0 1
H 0.373 2.172 -0.280
N 1.141 1.434 0.098
C 0.952 0.108 -0.137
N 1.969 -0.831 -0.097
N -0.425 -0.425 -0.632
C -1.340 -0.825 0.370
C -1.396 0.610 -0.217
H 2.939 -0.619 0.559
H 1.903 -1.489 -0.739
H -2.038 -1.517 0.013
H -0.823 -0.737 1.316
H -1.153 1.341 0.500
H -2.102 0.779 -0.755
*
```


(3)
# CH3ClFN

2 unconnected molecules or ions with the total composition CH3ClFN (ωB97M-V/def2-TZVPD, OMol25).

Summary:
Relative energy (zero: lowest compared OMol25 entry of this formula, charge and spin)   687.4 kJ/mol
Kohn-Sham gap (spin up / spin down)   4.397 / 3.639 eV

Structure (ORCA input):
```
! RIJCOSX wB97M-V def2-TZVPD def2/J DEFGRID3
* xyz 0 1
C -1.541 0.139 -0.051
N 1.872 -0.532 0.465
F 2.094 -0.992 -0.819
Cl 1.987 1.072 0.558
H -0.679 0.869 0.038
H -1.981 -0.100 -1.014
H -1.751 -0.455 0.821
*
```


(4)
# C30H28N2O3PRuSe2Te2

A molecular structure, C30H28N2O3PRuSe2Te2 (ωB97M-V/def2-TZVPD, OMol25).

Summary:
Relative energy (zero: lowest compared OMol25 entry of this formula, charge and spin)   241.5 kJ/mol
Kohn-Sham gap (spin up / spin down)   6.764 / 5.222 eV

Structure (ORCA input):
```
! RIJCOSX wB97M-V def2-TZVPD def2/J DEFGRID3
* xyz 0 2
Ru -1.571 -0.807 -0.531
Se -3.039 0.886 0.524
Te -5.104 -0.055 1.458
Te -4.303 -2.626 1.723
Se -3.082 -2.811 -0.444
O 1.577 0.181 -3.278
C -0.066 0.787 -2.089
O -0.527 1.084 -0.857
C -1.283 0.533 -3.008
C -1.475 0.923 -4.322
C -2.702 0.702 -4.931
C -3.719 0.095 -4.218
C -3.460 -0.301 -2.918
N -2.278 -0.094 -2.346
H -0.679 1.377 -4.892
H -2.856 1.004 -5.959
H -4.689 -0.091 -4.655
H -4.188 -0.825 -2.311
C 0.071 1.238 2.288
C 0.220 -0.088 3.021
C 1.666 -0.579 2.960
C -0.793 -1.151 2.559
C -0.668 -2.446 3.347
O 0.145 -3.275 2.491
C 0.035 -2.759 1.250
N -0.557 -1.625 1.166
C 0.715 -3.583 0.215
C 1.390 -4.711 0.689
C 2.128 -5.519 -0.158
C 2.206 -5.219 -1.507
C 1.532 -4.113 -1.995
C 0.789 -3.286 -1.159
P -0.114 -1.884 -1.880
C 0.958 -0.386 -2.095
C 1.061 1.508 -2.927
C 2.038 2.366 -2.204
C 2.821 1.941 -1.212
C 2.729 0.628 -0.594
C 1.900 -0.371 -0.922
C -0.571 -2.455 -3.544
C 0.273 -2.230 -4.633
C -0.077 -2.693 -5.893
C -1.267 -3.384 -6.077
C -2.109 -3.612 -4.998
C -1.765 -3.147 -3.737
H 0.792 1.960 2.679
H -0.927 1.657 2.429
H 0.239 1.132 1.216
H -0.033 0.075 4.077
H 1.973 -0.743 1.926
H 1.826 -1.504 3.516
H 2.328 0.179 3.379
H -1.802 -0.744 2.616
H -1.626 -2.946 3.487
H -0.153 -2.336 4.299
H 1.335 -4.952 1.739
H 2.639 -6.385 0.241
H 2.778 -5.846 -2.178
H 1.569 -3.893 -3.054
H 0.740 2.025 -3.829
H 2.114 3.396 -2.533
H 3.535 2.628 -0.773
H 3.357 0.482 0.279
H 1.873 -1.219 -0.251
H 1.192 -1.674 -4.500
H 0.581 -2.510 -6.732
H -1.537 -3.744 -7.061
H -3.038 -4.149 -5.135
H -2.435 -3.324 -2.905
*
```


(5)
# C6H16O2

2 unconnected molecules or ions with the total composition C6H16O2 (ωB97M-V/def2-TZVPD, OMol25).

Summary:
SMILES string   CC[C@@H](C)CCO.O
Relative energy (zero: lowest compared OMol25 entry of this formula, charge and spin)   68.7 kJ/mol
Kohn-Sham gap   10.972 eV

Structure (ORCA input):
```
! RIJCOSX wB97M-V def2-TZVPD def2/J DEFGRID3
* xyz 0 1
C 0.344 2.310 0.453
C -0.789 1.384 0.025
C -0.428 -0.097 0.041
C -0.498 -0.794 1.414
C -1.215 -0.898 -1.055
C -0.588 -0.886 -2.417
O -1.010 -1.973 -3.248
H 0.193 3.326 0.064
H 1.299 2.003 0.007
H 0.385 2.390 1.530
H -1.603 1.528 0.761
H -1.333 1.690 -0.866
H 0.594 -0.232 -0.312
H -1.318 -1.496 1.530
H -0.483 -0.053 2.228
H 0.418 -1.345 1.571
H -2.247 -0.560 -1.070
H -1.329 -1.907 -0.640
H -0.850 -0.007 -2.992
H 0.506 -0.841 -2.396
H -0.953 -2.792 -2.742
O 3.514 -0.509 3.002
H 3.040 0.242 2.597
H 4.352 -0.483 2.517
*
```


(6)
# C35H65BBrFIN13O24P2S

11 unconnected molecules or ions with the total composition C35H65BBrFIN13O24P2S (ωB97M-V/def2-TZVPD, OMol25).

Summary:
SMILES string   C=Cc1c(I)c([PH2]=N)c(C[C@H](C)Br)c2c1N(C)c1c(c([C@H](F)CC)c(OCCCC)c(B(O)O)c1P(N)O)S2.C[N+](=O)[O-].C[N+](=O)[O-].C[N+](=O)[O-].C[N+](=O)[O-].C[N+](=O)[O-].C[N+](=O)[O-].C[N+](=O)[O-].C[N+](=O)[O-].C[N+](=O)[O-].C[N+](=O)[O-]
Kohn-Sham gap   6.860 eV

Structure (ORCA input):
```
! RIJCOSX wB97M-V def2-TZVPD def2/J DEFGRID3
* xyz 0 1
C -4.964 -3.634 3.815
C -4.192 -3.087 2.667
C -3.589 -3.932 1.398
C -4.343 -5.176 0.621
I -6.325 -5.879 1.236
C -3.623 -5.948 -0.664
P -4.595 -7.433 -1.447
N -5.989 -6.933 -2.119
C -2.138 -5.488 -1.271
C -1.441 -6.229 -2.566
C -1.880 -5.408 -3.915
C -3.425 -4.857 -3.919
Br -1.660 -6.521 -5.603
C -1.398 -4.249 -0.491
C -2.081 -3.484 0.830
N -1.383 -2.364 1.569
C -0.218 -2.910 2.419
C -0.838 -1.296 0.647
C 0.039 -1.664 -0.729
C 0.595 -0.499 -1.754
C 1.402 -0.956 -3.105
F 1.957 0.152 -3.916
C 0.473 -1.864 -4.158
C 1.509 -2.732 -5.086
C 0.275 1.069 -1.309
O 0.751 2.206 -2.111
C 2.158 2.511 -1.810
C 2.394 3.708 -0.715
C 2.980 3.025 0.659
C 2.991 4.016 1.969
C -0.600 1.451 0.065
B -0.959 3.022 0.478
O -0.249 3.794 1.540
O -2.043 3.734 -0.258
C -1.190 0.285 1.065
P -2.210 0.577 2.659
N -3.865 1.107 2.121
O -1.482 1.842 3.667
S 0.300 -3.537 -1.004
H -6.030 -3.140 4.017
H -4.612 -4.469 4.555
H -4.024 -1.905 2.638
H -4.884 -8.425 -0.406
H -3.821 -8.067 -2.503
H -6.742 -7.455 -1.581
H -0.248 -6.225 -2.512
H -1.747 -7.369 -2.617
H -1.174 -4.468 -4.013
H -4.241 -5.714 -3.769
H -3.598 -3.987 -3.123
H -3.690 -4.363 -4.968
H -0.364 -2.676 3.565
H -0.161 -4.067 2.224
H 0.816 -2.457 2.032
H 2.334 -1.628 -2.784
H -0.355 -2.488 -3.615
H -0.106 -1.074 -4.836
H 2.604 -2.281 -4.936
H 1.259 -2.550 -6.230
H 1.517 -3.863 -4.781
H 2.655 2.855 -2.839
H 2.740 1.545 -1.425
H 1.488 4.432 -0.561
H 3.280 4.382 -1.147
H 4.108 2.693 0.472
H 2.366 2.034 0.889
H 4.049 4.037 2.504
H 2.622 5.089 1.678
H 2.240 3.558 2.774
H -0.075 4.712 1.136
H -1.959 3.406 -1.210
H -3.831 2.101 1.803
H -4.215 0.468 1.351
H -2.039 2.680 3.593
C 4.606 5.721 -4.477
N 4.268 5.853 -3.034
O 3.550 6.805 -2.705
O 4.732 4.997 -2.272
H 4.133 6.538 -5.026
H 5.693 5.775 -4.566
H 4.227 4.756 -4.817
C -2.568 -5.417 7.781
N -3.645 -4.844 6.928
O -3.716 -3.612 6.857
O -4.388 -5.648 6.354
H -1.994 -4.599 8.222
H -3.047 -6.015 8.558
H -1.933 -6.032 7.140
C -0.920 -0.505 8.019
N -0.969 -1.881 8.582
O -0.806 -1.999 9.802
O -1.170 -2.804 7.784
H -0.737 0.203 8.830
H -0.106 -0.476 7.291
H -1.883 -0.308 7.545
C 0.388 3.479 10.735
N -0.592 2.644 9.989
O -1.671 2.406 10.544
O -0.251 2.252 8.867
H -0.043 3.751 11.701
H 1.292 2.882 10.871
H 0.586 4.370 10.135
C 4.480 -1.736 -8.102
N 4.431 -3.112 -7.538
O 4.594 -3.230 -6.319
O 4.230 -4.034 -8.337
H 4.663 -1.028 -7.290
H 5.294 -1.707 -8.830
H 3.517 -1.539 -8.576
C -1.215 -5.503 -9.498
N -1.278 -4.049 -9.190
O -2.178 -3.394 -9.729
O -0.422 -3.606 -8.415
H -2.024 -5.753 -10.188
H -0.243 -5.702 -9.954
H -1.330 -6.045 -8.557
C 2.004 7.225 -8.653
N 2.812 7.288 -7.405
O 3.553 6.328 -7.162
O 2.681 8.299 -6.706
H 2.219 6.286 -9.166
H 0.951 7.276 -8.367
H 2.289 8.078 -9.273
C 0.432 7.629 -2.344
N -0.645 8.201 -3.197
O -0.716 9.434 -3.267
O -1.388 7.397 -3.771
H 1.006 8.447 -1.903
H -0.047 7.030 -1.567
H 1.067 7.013 -2.985
C 4.790 -2.356 3.275
N 3.353 -2.613 2.990
O 2.992 -2.565 1.809
O 2.626 -2.854 3.962
H 5.307 -2.159 2.333
H 4.846 -1.487 3.935
H 5.195 -3.248 3.758
C 0.280 7.999 8.575
N 0.231 6.623 9.138
O 0.394 6.504 10.358
O 0.030 5.700 8.340
H 0.463 8.707 9.386
H 1.094 8.028 7.847
H -0.683 8.196 8.101
*
```


(7)
# C4H6N2O2

A single C4H6N2O2 molecule (ωB97M-V/def2-TZVPD, OMol25).

Summary:
Relative energy (zero: lowest compared OMol25 entry of this formula, charge and spin)   438.5 kJ/mol
Kohn-Sham gap (spin up / spin down)   8.237 / 8.865 eV

Structure (ORCA input):
```
! RIJCOSX wB97M-V def2-TZVPD def2/J DEFGRID3
* xyz 0 1
C 1.835 0.272 -1.262
C -0.877 0.558 1.442
C -0.469 -0.459 -0.844
C -0.437 -0.612 0.619
N 0.449 0.569 -1.254
N 2.362 -0.853 -1.370
O -0.832 1.705 1.063
O -1.272 0.158 2.641
H 2.501 1.228 -1.483
H -0.226 -1.312 -1.293
H -1.498 -0.132 -1.075
H -0.482 -1.668 1.024
H 0.271 1.437 -0.885
H -1.324 -0.891 2.677
*
```


(8)
# C16H46N3O8PdZn

A molecular structure, C16H46N3O8PdZn (ωB97M-V/def2-TZVPD, OMol25).

Summary:
Kohn-Sham gap (spin up / spin down)   6.167 / 7.566 eV

Structure (ORCA input):
```
! RIJCOSX wB97M-V def2-TZVPD def2/J DEFGRID3
* xyz 2 4
Zn -13.432 3.326 -17.830
Pd -15.489 4.785 -20.752
O -14.764 3.607 -19.165
H -15.635 3.199 -18.993
C -19.350 2.719 -20.754
C -18.216 3.679 -20.814
C -18.226 4.440 -19.472
O -17.171 5.415 -19.661
C -17.404 6.595 -18.971
N -16.966 2.948 -21.005
H -19.203 1.933 -21.495
H -20.277 3.269 -20.917
H -19.446 2.090 -19.869
H -18.347 4.290 -21.706
H -18.008 3.770 -18.641
H -19.233 4.798 -19.257
H -18.397 6.988 -19.191
H -16.588 7.261 -19.252
H -17.414 6.420 -17.895
H -17.099 2.363 -21.818
H -16.889 2.273 -20.258
C -10.190 5.972 -18.215
C -11.352 5.593 -19.239
C -10.891 4.575 -20.309
O -10.038 5.349 -21.158
C -9.360 4.588 -22.179
N -12.496 5.039 -18.469
H -9.455 6.452 -18.861
H -9.665 5.102 -17.821
H -10.502 6.738 -17.504
H -11.692 6.511 -19.718
H -11.808 4.167 -20.735
H -10.274 3.737 -19.987
H -8.771 5.329 -22.719
H -10.008 4.119 -22.920
H -8.700 3.855 -21.714
H -12.492 5.684 -17.692
H -13.253 5.364 -19.052
C -9.729 1.216 -16.885
C -10.721 2.165 -17.620
C -11.406 1.439 -18.818
O -12.520 2.123 -19.274
C -12.896 1.620 -20.526
N -11.758 2.651 -16.686
H -9.365 1.651 -15.954
H -8.992 0.722 -17.518
H -10.382 0.413 -16.545
H -10.217 3.042 -18.027
H -11.757 0.535 -18.321
H -10.618 1.229 -19.542
H -13.829 1.996 -20.943
H -13.013 0.541 -20.418
H -12.155 1.883 -21.281
H -11.219 3.221 -16.049
H -12.035 1.936 -16.028
C -16.167 -1.136 -18.525
C -16.518 0.108 -19.419
O -17.039 1.151 -18.570
O -14.903 -0.880 -17.883
H -16.080 -2.052 -19.110
H -16.916 -1.289 -17.749
H -17.302 -0.225 -20.099
H -15.674 0.383 -20.052
H -17.893 0.779 -18.336
H -14.549 -1.697 -17.523
C -15.291 1.973 -16.131
C -14.711 3.147 -15.276
O -14.048 4.238 -16.067
O -14.412 1.588 -17.189
H -16.210 2.464 -16.453
H -15.455 1.102 -15.496
H -13.890 2.712 -14.706
H -15.417 3.664 -14.625
H -14.004 5.064 -15.580
H -14.749 0.769 -17.560
*
```


Here are the calculated maximum force numbers, same order: 0.7; 10.7; 2.5; 0.5; 1.8; 5.9; 4.2; 3.2 (eV/A).